(1)
Computed, not measured: a 2-piece molecular cluster, C2H5N2O2S overall in a non-equilibrium geometry, with ωB97M-V/def2-TZVPD.

Properties
Energy relative to the best compared isomer or geometry (same formula, charge and spin) = 341.7 kJ/mol
HOMO-LUMO gap (spin up / spin down) = 0.3016 / 0.3016 hartree
F_max = 8.509 eV/Å

Structure (ORCA input):
```
! wB97M-V def2-TZVPD RIJCOSX def2/J DEFGRID3
* xyz 1 1
H -0.76710 -0.94205 1.29373
N -0.49172 2.74068 -0.49765
H -1.32208 3.20819 -0.62156
H -2.05452 -1.57993 0.18539
O 2.75012 -1.23090 -0.00951
C 0.18556 1.77407 -0.20170
H 0.70814 0.28013 1.19964
C 0.95659 0.78302 0.20629
H -0.55722 -2.44270 -0.63914
N -1.21352 -0.82063 0.34459
O -0.20859 -1.52614 -0.56332
S 2.01434 -0.24373 -0.69675
*
```

Löwdin population analysis, charges in e, atoms 1 to 6: atom 1 (H): 0.09, atom 2 (N): 0.35, atom 3 (H): 0.10, atom 4 (H): 0.17, atom 5 (O): -0.36, atom 6 (C): -0.10

(2)
Computed, not measured: one molecule with the formula C6H10O, with ωB97M-V/def2-TZVPD.

Properties
Energy relative to the best compared isomer or geometry (same formula, charge and spin) = 331.1 kJ/mol
HOMO-LUMO gap = 0.3431 hartree
F_max = 0.579 eV/Å

Structure (ORCA input):
```
! wB97M-V def2-TZVPD RIJCOSX def2/J DEFGRID3
* xyz 0 1
H 0.91580 0.89823 0.92250
H 0.54177 -2.68673 -0.45195
H 2.13132 -0.31528 1.26272
C 0.07390 -1.70214 -0.35454
H 1.93966 -0.76883 -1.27804
H -0.87608 -1.70673 -0.89695
C 0.46886 0.80546 -1.04608
H 0.30335 -1.94291 1.85830
C -1.39027 2.08451 -0.51235
C 1.02445 -0.54390 -0.72506
H -2.36298 2.13523 -1.00417
H -0.91411 -0.73746 1.38699
H -1.52184 2.19211 0.57126
H -0.70787 2.85484 -0.87787
C 1.15809 -0.16952 0.79504
O -0.82219 0.79887 -0.75559
C 0.03815 -1.19577 1.10578
*
```

Löwdin population analysis, charges in e, atoms 1 to 6: atom 1 (H): 0.09, atom 2 (H): 0.11, atom 3 (H): 0.11, atom 4 (C): -0.14, atom 5 (H): 0.12, atom 6 (H): 0.10